Record 1
Formula: C3H18NO4
Source: the OMol25 dataset
Level of theory: ωB97M-V/def2-TZVPD

Each line ends with the Mulliken charge.
Cartesian coordinates (Å):
O -3.39830 0.44313 0.72551  -0.81
O -1.51860 0.52549 -1.87299  -0.63
O 1.83960 2.93414 -0.50144  -1.31
O -0.29094 -0.58835 3.16177  -0.65
N 0.90571 0.52149 0.03344  -0.37
C 0.15717 -1.78747 0.34020  -1.36
C 1.28356 -0.94588 -0.19045  0.09
C 1.51707 -1.07452 -1.69628  -1.43
H 0.54844 -0.89593 -2.16986  0.26
H 0.19882 0.82462 -0.64587  0.09
H 0.31621 -1.02279 3.77029  0.31
H -3.99626 -0.16989 0.27429  0.34
H 1.76897 -2.12575 -1.84800  0.38
H -1.01965 -0.24043 3.68651  0.31
H 2.23772 -0.40102 -2.15561  0.50
H -0.78305 -1.24281 0.14801  0.25
H 2.20482 -1.08226 0.36272  0.46
H -1.94791 0.73116 -2.71231  0.23
H -3.68920 0.58595 1.63100  0.38
H -0.21545 -2.72427 -0.08442  0.40
H 1.55010 3.76183 -0.09242  0.55
H 0.54995 0.64194 0.99153  0.28
H 1.79693 0.96430 0.10486  0.59
H 0.17253 -1.83024 1.41529  0.43
H 1.73893 3.08002 -1.45820  0.41
H -1.92718 1.11751 -1.21757  0.30

Output
LUMO (alpha / beta) in eV: 0.6 / 0.5
Orbital gap (alpha / beta) in eV: 2.969 / 11.909
Multiplicity: 2
Energy relative to the best compared isomer or geometry (same formula, charge and spin) in eV: 0.361

Record 2
Formula: C3H18O6
Source: the OMol25 dataset
Level of theory: ωB97M-V/def2-TZVPD

Each line ends with the Mulliken charge.
Cartesian coordinates (Å):
O -16.48087 0.83744 13.97648  -0.49
O -18.75579 5.72087 9.98979  -0.42
O -17.65720 1.91764 11.52983  -0.62
O -16.44559 3.86335 8.14295  -0.64
O -15.72528 4.27402 10.84708  -0.28
O -17.02785 5.99613 12.96406  -0.66
C -18.82220 6.62828 8.89612  -0.54
C -14.39178 4.08723 11.24805  -0.66
C -15.33334 1.38814 14.62227  -0.45
H -17.12935 3.17903 8.11579  0.31
H -16.41100 5.38588 12.53722  0.31
H -14.09923 3.02870 11.27262  0.29
H -14.62531 1.81943 13.91376  0.15
H -18.90761 6.16610 7.90430  0.24
H -19.64074 7.31038 9.08972  0.24
H -18.59061 1.71326 11.66896  0.29
H -16.09388 3.89400 7.24493  0.28
H -13.65135 4.60707 10.63226  0.28
H -16.51597 1.24695 13.10191  0.33
H -15.61660 2.18155 15.32030  0.23
H -15.88905 4.03953 9.92041  0.22
H -14.29588 4.45112 12.27259  0.25
H -17.64944 2.73180 11.01621  0.32
H -14.86592 0.58656 15.19324  0.25
H -17.89066 5.73615 12.62248  0.29
H -17.84893 7.13305 8.80862  0.25
H -18.22821 4.96550 9.72172  0.24

Output
LUMO in eV: -0.2
Orbital gap in eV: 9.502
Energy relative to the best compared isomer or geometry (same formula, charge and spin) in eV: 1.973

Record 3
Formula: C3H18O6
Source: the OMol25 dataset
Level of theory: ωB97M-V/def2-TZVPD

Each line ends with the Mulliken charge.
Cartesian coordinates (Å):
O -1.50905 2.37101 1.51282  -0.65
O -2.13185 0.81515 -1.19034  -0.68
O 0.26441 0.77444 0.22215  -0.59
O -0.55144 -1.82769 3.80822  -0.55
O 2.07058 0.27440 -1.73737  -0.42
O -0.92298 -1.53657 -2.39406  -0.52
C -0.53690 -1.05213 2.64027  -0.27
C 3.02891 1.20846 -1.22962  -0.54
C -0.27059 -2.25618 -1.33243  -0.44
H 0.46635 -1.64258 -0.80109  0.11
H 2.83523 1.45610 -0.16738  0.20
H 3.05430 2.08368 -1.89251  0.25
H -1.17438 -0.67023 -2.06199  0.35
H 1.92639 0.38299 -2.67350  0.27
H 0.20951 -0.25775 2.68445  0.19
H 0.71700 0.16346 -0.36498  0.10
H -0.54890 0.96256 -0.26474  0.43
H -2.64612 1.44510 -1.70457  0.27
H -0.42875 -1.61922 1.72756  0.07
H -2.60815 0.69374 -0.35558  0.33
H 3.95053 0.66954 -1.36582  0.26
H 0.26022 -3.10293 -1.73472  0.33
H -1.00016 -2.58782 -0.58666  0.24
H -1.51352 -0.54768 2.61766  0.25
H -0.66842 -1.18092 4.50190  0.32
H -0.60380 2.05090 1.38916  0.41
H -1.66841 2.93016 0.75316  0.28

Output
LUMO in eV: 0.2
Orbital gap in eV: 10.053
Energy relative to the best compared isomer or geometry (same formula, charge and spin) in eV: 2.089

Record 4
Formula: C3H21NO6S2
Source: the OMol25 dataset
Level of theory: ωB97M-V/def2-TZVPD

Each line ends with the Mulliken charge.
Cartesian coordinates (Å):
S -0.57421 1.77004 -0.14637  0.21
S -0.10673 3.71498 -0.74356  0.04
O 3.17985 -2.00137 2.27834  -0.68
O 3.19426 -2.27462 -0.44090  -0.65
O 1.69162 0.42898 3.37798  -0.65
O -0.36202 -2.92537 -3.72470  -0.60
O -0.32227 -1.09194 2.60018  -0.65
O 0.51573 -1.06060 -1.81738  -0.59
N -3.58670 0.71877 1.17576  -0.49
C -1.96688 0.88659 -0.74396  -0.20
C -3.38503 1.22975 -0.16116  -0.65
C 1.20186 3.40949 -1.98403  -0.60
H -1.02992 -1.74736 2.61250  0.30
H 2.23220 -2.09278 2.46721  0.30
H -3.14814 1.28477 1.88459  0.28
H 0.88512 -0.09335 3.51470  0.38
H 3.98668 -2.01960 0.04698  0.31
H 1.27536 2.32511 -2.08388  0.14
H -2.21618 0.82845 -1.82021  0.37
H 0.76211 3.77953 -2.91127  0.32
H 1.17111 -1.44255 -1.22679  0.32
H -1.69352 -0.16559 -0.55048  0.23
H 2.12507 3.89294 -1.70583  0.34
H -1.17588 -3.40423 -3.51884  0.30
H 2.59315 -2.36562 0.31802  0.37
H -4.17134 0.97488 -0.86639  0.38
H 0.92954 -0.71097 -2.62163  0.30
H 2.10860 0.69231 4.19723  0.31
H 0.09453 -3.07301 -2.88840  0.30
H -3.34795 -0.25434 1.26875  0.24
H 3.18013 -1.03939 2.42529  0.36
H -0.44486 -0.49655 1.85605  0.31
H -3.59527 2.32263 -0.06780  0.36

Output
LUMO (alpha / beta) in eV: -4.5 / -8.3
Total charge: +1
Orbital gap (alpha / beta) in eV: 9.008 / 5.022
Multiplicity: 2